Entry 1:
Computed, not measured: a structure of composition C6H9N in a non-equilibrium geometry, with ωB97M-V/def2-TZVPD.

XYZ file:
```
16
Properties=species:S:1:pos:R:3:forces:R:3
C -1.905 0.577 -0.528 -0.11 0.05 -0.09
C -0.516 0.437 -0.043 -0.09 0.53 0.16
C 1.143 -1.074 -0.881 0.48 0.23 0.12
C 0.174 -0.863 0.318 0.00 0.46 0.37
C 1.059 -0.221 1.375 0.78 -0.58 0.46
N 1.527 0.921 1.023 -1.16 0.21 1.82
C 0.341 1.387 0.348 -0.62 0.65 -0.73
H -2.587 0.190 0.241 -0.06 0.07 -0.20
H -2.090 0.010 -1.447 0.01 0.10 0.05
H -2.129 1.633 -0.704 -0.11 -0.16 -0.05
H 0.574 -1.185 -1.821 0.41 0.34 0.38
H 1.851 -1.904 -0.812 -0.24 -0.14 0.22
H -0.443 -1.710 0.648 0.16 0.33 -0.23
H 1.111 -0.488 2.422 1.11 -1.20 0.07
H 1.745 -0.126 -0.740 -0.48 -1.30 -1.47
H 0.145 2.416 0.602 -0.08 0.41 -0.90
```
Positions in Å, forces in eV/Å.

Results
Energy relative to the best compared isomer or geometry (same formula, charge and spin) ... 333.11 kJ/mol
Total charge ... 0
Gap between HOMO and LUMO ... 8.447 eV
M ... 95.14 g/mol
DFT total energy ... -7854.707 eV

Mulliken atomic charges, in units of e: -1.18, 0.30, -1.04, 0.08, -0.17, -0.58, -0.40, 0.26, 0.28, 0.35, 0.28, 0.33, 0.39, 0.39, 0.31, 0.41


Entry 2:
Computed, not measured: an isolated molecule of C6H9N, with ωB97M-V/def2-TZVPD.

XYZ file:
```
16
Properties=species:S:1:pos:R:3:forces:R:3
C 2.483 -0.446 0.019 0.07 0.04 0.08
C 1.092 -0.016 0.341 -0.10 -0.01 -0.09
C -0.033 -0.794 0.301 -0.02 -0.08 -0.13
C -1.166 0.056 0.173 0.06 0.07 -0.21
C -2.470 -0.449 -0.368 -0.15 0.00 0.03
C -0.700 1.346 0.242 -0.14 -0.09 -0.03
N 0.674 1.292 0.350 0.10 -0.02 -0.03
H 3.259 0.155 0.499 -0.05 -0.07 0.02
H 2.609 -1.494 0.301 0.08 0.17 0.03
H 2.619 -0.386 -1.069 0.13 0.03 0.18
H -0.056 -1.877 0.274 0.09 0.15 -0.12
H -3.153 0.363 -0.631 0.03 -0.10 0.16
H -2.982 -1.159 0.290 0.05 0.18 0.00
H -2.231 -0.984 -1.297 -0.24 0.08 0.16
H -1.223 2.295 0.227 0.11 -0.22 -0.08
H 1.277 2.096 0.347 -0.03 -0.12 0.04
```
Positions in Å, forces in eV/Å.

Results
Energy relative to the best compared isomer or geometry (same formula, charge and spin) ... 34.17 kJ/mol
Total charge ... 0
Gap between HOMO and LUMO ... 8.844 eV
M ... 95.14 g/mol
DFT total energy ... -7857.805 eV

Mulliken atomic charges, in units of e: -1.18, 0.17, -0.44, 0.72, -1.19, -0.80, -0.03, 0.35, 0.32, 0.24, 0.38, 0.34, 0.29, 0.27, 0.38, 0.18


Please write out number 1 again, unchanged.
Computed, not measured: a structure of composition C6H9N in a non-equilibrium geometry, with ωB97M-V/def2-TZVPD.

XYZ file:
```
16
Properties=species:S:1:pos:R:3:forces:R:3
C -1.905 0.577 -0.528 -0.11 0.05 -0.09
C -0.516 0.437 -0.043 -0.09 0.53 0.16
C 1.143 -1.074 -0.881 0.48 0.23 0.12
C 0.174 -0.863 0.318 0.00 0.46 0.37
C 1.059 -0.221 1.375 0.78 -0.58 0.46
N 1.527 0.921 1.023 -1.16 0.21 1.82
C 0.341 1.387 0.348 -0.62 0.65 -0.73
H -2.587 0.190 0.241 -0.06 0.07 -0.20
H -2.090 0.010 -1.447 0.01 0.10 0.05
H -2.129 1.633 -0.704 -0.11 -0.16 -0.05
H 0.574 -1.185 -1.821 0.41 0.34 0.38
H 1.851 -1.904 -0.812 -0.24 -0.14 0.22
H -0.443 -1.710 0.648 0.16 0.33 -0.23
H 1.111 -0.488 2.422 1.11 -1.20 0.07
H 1.745 -0.126 -0.740 -0.48 -1.30 -1.47
H 0.145 2.416 0.602 -0.08 0.41 -0.90
```
Positions in Å, forces in eV/Å.

Results
Energy relative to the best compared isomer or geometry (same formula, charge and spin) ... 333.11 kJ/mol
Total charge ... 0
Gap between HOMO and LUMO ... 8.447 eV
M ... 95.14 g/mol
DFT total energy ... -7854.707 eV

Mulliken atomic charges, in units of e: -1.18, 0.30, -1.04, 0.08, -0.17, -0.58, -0.40, 0.26, 0.28, 0.35, 0.28, 0.33, 0.39, 0.39, 0.31, 0.41